A 12-piece molecular cluster, C48H78O30 overall in a non-equilibrium geometry. Source: OMol25; level of theory: wB97M-V/def2-TZVPD.

```
! RIJCOSX wB97M-V def2-TZVPD def2/J DEFGRID3
* xyz 0 1
C 4.46 4.80 1.27
C 4.67 3.88 0.09
C 3.54 2.84 0.20
O 2.99 2.94 1.52
C 3.91 3.82 2.27
H 3.70 5.56 1.13
H 5.33 5.35 1.48
H 5.61 3.45 0.26
H 4.62 4.43 -0.86
H 3.94 1.81 -0.03
H 2.78 3.13 -0.52
H 4.73 3.20 2.64
H 3.36 4.19 3.16
C -6.07 7.24 -1.19
C -6.65 7.62 -2.63
C -5.71 6.76 -3.46
O -5.62 5.47 -2.76
C -5.86 5.74 -1.36
H -6.76 7.34 -0.38
H -5.10 7.78 -0.97
H -6.54 8.67 -2.85
H -7.67 7.30 -2.70
H -4.70 7.21 -3.49
H -5.90 6.60 -4.60
H -5.07 5.28 -0.77
H -6.74 5.21 -0.94
C -1.58 -0.17 -1.33
C -1.31 1.27 -1.82
C -0.21 1.76 -0.90
O -0.60 1.15 0.45
C -1.30 -0.05 0.21
H -0.84 -0.90 -1.85
H -2.62 -0.52 -1.52
H -2.23 1.81 -1.63
H -1.01 1.30 -2.89
H -0.08 2.81 -0.70
H 0.72 1.32 -1.13
H -2.30 0.07 0.64
H -0.71 -0.90 0.63
C 2.03 -0.34 3.55
C 2.49 -1.12 2.33
C 2.08 -0.75 0.96
O 3.33 -0.91 0.19
C 4.37 -0.81 1.04
O 5.49 -0.73 0.75
O 3.92 -0.88 2.27
H 0.98 -0.46 3.78
H 2.24 0.71 3.37
H 2.59 -0.72 4.38
H 2.38 -2.17 2.46
H 1.71 0.22 0.82
H 1.28 -1.41 0.60
C 3.89 -3.61 -1.20
C 3.80 -2.73 -2.39
C 4.99 -1.70 -2.40
O 5.48 -1.79 -3.76
C 4.83 -2.73 -4.48
O 5.01 -2.86 -5.65
O 3.98 -3.36 -3.68
H 3.43 -3.08 -0.41
H 4.90 -3.89 -0.83
H 3.24 -4.46 -1.38
H 2.88 -2.15 -2.47
H 5.79 -2.03 -1.69
H 4.60 -0.71 -2.15
C 2.17 -2.31 -6.99
C 1.66 -1.07 -6.34
C 0.23 -1.00 -5.98
O 0.12 -0.50 -4.61
C 1.38 -0.57 -4.06
O 1.68 -0.25 -2.93
O 2.33 -0.98 -4.92
H 2.08 -3.19 -6.37
H 3.23 -2.25 -7.23
H 1.72 -2.42 -8.04
H 2.04 -0.20 -6.77
H -0.24 -2.02 -6.04
H -0.33 -0.30 -6.58
C -0.54 2.32 4.28
C 0.06 3.07 3.14
C -0.90 3.88 2.35
O -0.23 5.12 2.13
C 0.87 5.16 2.87
O 1.62 6.12 2.86
O 0.95 4.10 3.66
H -1.17 2.97 4.86
H 0.16 1.78 4.97
H -1.19 1.58 3.87
H 0.57 2.36 2.46
H -1.81 4.21 2.88
H -1.34 3.53 1.43
C -8.19 -1.96 3.10
C -7.17 -0.92 2.57
C -7.61 0.56 2.56
O -6.42 1.30 2.66
C -5.43 0.43 2.99
O -4.26 0.70 3.13
O -5.92 -0.81 3.29
H -8.46 -1.71 4.08
H -7.64 -2.88 3.15
H -9.15 -2.01 2.55
H -6.83 -1.14 1.58
H -8.24 0.84 3.39
H -8.13 0.83 1.63
C -2.29 -0.58 5.38
C -2.72 -1.50 4.28
C -2.16 -1.23 2.84
O -1.01 -2.16 2.69
C -1.15 -3.10 3.63
O -0.40 -4.07 3.66
O -2.15 -2.84 4.43
H -2.86 0.30 5.21
H -1.26 -0.33 5.31
H -2.52 -1.02 6.37
H -3.77 -1.72 4.36
H -1.78 -0.20 2.70
H -2.81 -1.54 2.03
C 4.36 2.52 -3.01
C 4.42 2.67 -4.50
C 4.75 1.35 -5.17
O 3.94 1.49 -6.41
C 2.91 2.35 -6.19
O 1.88 2.37 -6.76
O 3.17 3.12 -5.08
H 3.94 1.58 -2.65
H 3.86 3.45 -2.63
H 5.36 2.58 -2.67
H 5.24 3.29 -4.76
H 4.49 0.42 -4.68
H 5.81 1.33 -5.42
C -1.51 -4.36 -1.01
C -2.68 -5.01 -0.35
C -2.45 -5.24 1.19
O -3.33 -4.23 1.76
C -4.15 -3.71 0.86
O -5.01 -2.94 1.08
O -3.86 -4.19 -0.38
H -1.63 -4.39 -2.09
H -0.58 -4.89 -0.77
H -1.41 -3.37 -0.57
H -2.91 -5.93 -0.89
H -1.42 -5.03 1.40
H -2.67 -6.21 1.58
C 2.88 -5.36 4.30
C 3.09 -5.76 2.86
C 2.07 -6.78 2.25
O 1.17 -5.98 1.62
C 1.64 -4.74 1.49
O 1.14 -3.82 0.94
O 2.82 -4.60 2.07
H 3.51 -4.48 4.49
H 3.25 -6.03 5.09
H 1.86 -5.10 4.51
H 4.13 -6.13 2.65
H 1.65 -7.22 3.12
H 2.58 -7.44 1.53
*
```

Results
structure (SMILES) = C[C@H]1COC(=O)O1.C[C@H]1COC(=O)O1.C[C@H]1COC(=O)O1.C[C@H]1COC(=O)O1.C[C@H]1COC(=O)O1.C[C@H]1COC(=O)O1.C[C@H]1COC(=O)O1.C[C@H]1COC(=O)O1.C[C@H]1COC(=O)O1.C1CCOC1.C1CCOC1.C1CCOC1
relative energy (zero: lowest compared OMol25 entry of this formula, charge and spin) = 0.000 eV
gap between HOMO and LUMO = 0.3602 hartree
HOMO energy = -9.425 eV